ORCA calculation (ωB97M-V/def2-TZVPD) on a single C38H49N3O5 molecule.

Output
LUMO = -0.0038 Eh
HOMO = -8.26 eV
max |F| = 0.599 eV Å⁻¹
electronic energy = -54911.0152 eV
charge = 0
HOMO-LUMO gap = 8.161 eV

```
95
Properties=species:S:1:pos:R:3:nbo_charge:R:1
C -6.49 0.01 2.67 -0.598
C -6.27 -1.41 2.17 -0.398
C -7.46 -1.89 1.33 -0.400
C -7.33 -3.34 0.87 -0.388
H -8.26 -3.64 0.37 0.198
H -7.22 -3.97 1.75 0.200
C -6.16 -3.63 -0.08 -0.258
C -6.35 -2.94 -1.45 -0.061
O -6.28 -1.53 -1.41 -0.510
C -5.09 -0.92 -1.20 0.450
C -3.86 -1.55 -1.15 -0.438
C -2.69 -0.81 -0.93 0.476
C -2.76 0.58 -0.76 -0.281
C -4.02 1.20 -0.83 -0.104
C -5.16 0.48 -1.04 -0.339
H -6.13 0.95 -1.09 0.224
H -4.06 2.27 -0.70 0.234
C -1.58 1.39 -0.55 0.488
N -0.39 0.79 -0.42 -0.580
C 0.67 1.57 -0.24 0.500
N 0.58 2.91 -0.19 -0.585
C -0.63 3.43 -0.32 0.471
N -1.73 2.72 -0.49 -0.527
C -0.77 4.89 -0.27 -0.092
C -2.01 5.47 -0.50 -0.138
C -2.17 6.84 -0.47 -0.319
C -1.08 7.66 -0.21 0.334
C 0.17 7.08 0.02 -0.264
C 0.33 5.72 -0.01 -0.149
H 1.30 5.28 0.17 0.221
H 1.01 7.73 0.22 0.228
O -1.12 9.02 -0.16 -0.484
C -2.35 9.67 -0.38 -0.254
H -2.74 9.46 -1.38 0.179
H -3.09 9.39 0.37 0.179
H -2.13 10.73 -0.29 0.203
H -3.15 7.26 -0.65 0.222
H -2.85 4.83 -0.70 0.235
C 1.97 0.95 -0.08 -0.282
C 2.09 -0.45 -0.03 -0.104
C 3.30 -1.06 0.11 -0.330
C 4.47 -0.30 0.21 0.449
C 4.38 1.08 0.16 -0.432
C 3.15 1.72 0.03 0.479
O 3.15 3.05 0.00 -0.692
H 2.20 3.34 -0.09 0.506
H 5.25 1.72 0.24 0.231
O 5.62 -0.99 0.34 -0.515
C 6.86 -0.31 0.36 -0.070
C 7.98 -1.34 0.40 -0.242
C 8.32 -1.86 -1.00 -0.380
H 9.11 -2.61 -0.91 0.200
C 7.15 -2.47 -1.78 -0.394
C 6.57 -3.72 -1.11 -0.400
C 5.48 -4.35 -1.98 -0.600
H 5.07 -5.23 -1.49 0.206
H 5.88 -4.65 -2.94 0.199
H 4.68 -3.64 -2.14 0.202
H 6.14 -3.45 -0.15 0.204
H 7.37 -4.45 -0.94 0.190
H 7.51 -2.74 -2.77 0.199
H 6.36 -1.74 -1.90 0.200
H 8.73 -1.03 -1.59 0.198
H 7.64 -2.18 1.02 0.210
C 9.24 -0.75 1.05 -0.386
C 9.14 -0.63 2.57 -0.603
H 8.33 0.02 2.87 0.199
H 8.98 -1.61 3.01 0.204
H 10.07 -0.22 2.97 0.211
H 9.44 0.24 0.62 0.195
H 10.09 -1.39 0.81 0.206
H 6.95 0.33 -0.53 0.179
H 6.90 0.33 1.25 0.181
H 3.38 -2.14 0.15 0.225
H 1.19 -1.05 -0.10 0.221
O -1.54 -1.49 -0.89 -0.692
H -0.82 -0.83 -0.72 0.507
H -3.74 -2.61 -1.28 0.229
H -7.36 -3.15 -1.82 0.196
H -5.63 -3.33 -2.17 0.177
C -6.00 -5.14 -0.31 -0.387
C -5.40 -5.87 0.89 -0.601
H -6.05 -5.80 1.76 0.202
H -5.26 -6.92 0.66 0.211
H -4.44 -5.44 1.15 0.204
H -5.34 -5.30 -1.17 0.198
H -6.97 -5.57 -0.56 0.198
H -5.24 -3.25 0.37 0.211
H -8.36 -1.81 1.93 0.196
H -7.57 -1.24 0.47 0.211
H -6.13 -2.08 3.02 0.192
H -5.36 -1.43 1.57 0.198
H -6.59 0.70 1.83 0.203
H -7.39 0.08 3.28 0.197
H -5.64 0.34 3.27 0.208
```